{
  "formula": "C19H32CoN2O6PSSe3",
  "method": "the ωB97M-V functional and the def2-TZVPD basis",
  "species": ["Co", "O", "C", "C", "C", "O", "C", "Se", "C", "Se", "H", "H", "H", "H", "H", "H", "H", "H", "H", "H", "Se", "N", "C", "C", "C", "C", "C", "C", "N", "H", "H", "H", "H", "C", "C", "C", "C", "O", "P", "O", "O", "O", "C", "C", "C", "C", "H", "H", "H", "H", "H", "H", "H", "H", "H", "H", "H", "H", "H", "H", "H", "H", "H", "H", "S"],
  "xyz": [[-1.53051, -0.49676, 0.81867], [-0.74964, -2.71415, 0.98591], [-0.59159, -3.43650, 2.19677], [-1.71428, -3.09623, 3.17781], [-1.71578, -4.26766, 4.17702], [-2.60225, -4.10171, 5.28025], [-1.43815, -1.81503, 3.98366], [-0.48006, -0.31128, 3.15168], [-3.07807, -3.08172, 2.46496], [-3.67300, -1.40732, 1.61777], [0.10652, -2.49305, 0.59531], [0.37818, -3.21764, 2.64917], [-0.65073, -4.51093, 1.96592], [-0.69092, -4.42514, 4.54047], [-2.04174, -5.17870, 3.66921], [-2.46748, -3.20972, 5.61843], [-0.79102, -2.03622, 4.83827], [-2.37936, -1.38200, 4.33024], [-3.84878, -3.32807, 3.19628], [-3.07582, -3.86713, 1.70611], [-3.96635, 1.66726, -0.09117], [-2.22131, 1.39575, 0.35801], [-1.57833, 2.56750, 0.15195], [-0.20611, 2.77527, 0.36771], [0.35207, 4.01027, 0.09542], [-0.43394, 5.06506, -0.39042], [-1.78743, 4.89191, -0.60708], [-2.39403, 3.64512, -0.34585], [-3.70087, 3.38731, -0.55731], [0.40979, 1.95542, 0.71689], [1.41341, 4.16154, 0.25397], [0.02613, 6.02495, -0.59961], [-2.40648, 5.69645, -0.98674], [3.82490, 0.85248, -1.66052], [3.29824, 0.37382, -0.31153], [3.91029, -0.96258, 0.09226], [3.55233, 1.41655, 0.76778], [1.86453, 0.25407, -0.35160], [0.99039, -0.52480, -1.43817], [1.70390, -1.67721, -2.04063], [-0.33036, -0.79086, -0.75364], [0.78544, 0.65182, -2.52513], [-0.17111, 0.62313, -3.60163], [-1.51734, 1.12972, -3.10493], [0.40422, 1.58449, -4.63467], [-0.30427, -0.77721, -4.19281], [4.89929, 1.04220, -1.59048], [3.31532, 1.77411, -1.94846], [3.64494, 0.10199, -2.43125], [4.99169, -0.85101, 0.21849], [3.70044, -1.71744, -0.66377], [3.47342, -1.27764, 1.04174], [4.62699, 1.54922, 0.91734], [3.09286, 1.09097, 1.70294], [3.11820, 2.37353, 0.47144], [-1.41191, 2.12843, -2.68115], [-1.91976, 0.47321, -2.33471], [-2.22640, 1.17516, -3.93616], [0.53530, 2.56869, -4.18267], [-0.27026, 1.67473, -5.48949], [1.37517, 1.22597, -4.98216], [-0.73043, -1.46658, -3.46307], [0.67087, -1.16515, -4.48639], [-0.96369, -0.73941, -5.06420], [1.59473, -0.98131, 3.32760]],
  "forces_ev_per_angstrom": [[-0.04, -0.02, 0.01], [-0.03, 0.02, -0.01], [0.02, 0.00, 0.00], [0.00, 0.00, 0.00], [-0.01, -0.01, 0.01], [0.00, 0.00, 0.00], [0.00, 0.00, 0.01], [0.00, 0.02, -0.04], [0.00, 0.00, -0.01], [0.00, -0.03, 0.02], [0.01, -0.03, 0.01], [-0.01, 0.00, 0.00], [0.00, 0.00, 0.00], [0.00, 0.00, 0.00], [0.00, 0.00, 0.00], [0.00, 0.01, 0.01], [0.00, 0.00, 0.00], [0.00, 0.00, 0.00], [0.00, 0.00, 0.00], [0.00, 0.00, 0.00], [-0.03, 0.01, 0.00], [0.01, -0.02, -0.01], [0.03, -0.01, -0.03], [0.03, 0.00, 0.00], [-0.02, 0.02, 0.00], [0.01, -0.01, 0.01], [0.00, 0.00, 0.00], [-0.03, -0.01, -0.04], [0.02, 0.01, 0.01], [0.00, -0.01, 0.00], [0.01, -0.01, 0.00], [0.00, 0.00, 0.00], [0.00, 0.00, 0.00], [-0.03, 0.01, -0.01], [0.05, -0.02, -0.05], [-0.03, 0.01, 0.05], [-0.02, 0.02, 0.00], [-0.06, 0.05, 0.01], [0.09, -0.03, 0.02], [0.01, -0.03, 0.03], [-0.04, 0.03, -0.06], [-0.06, 0.07, 0.02], [0.05, -0.05, 0.00], [-0.01, -0.01, 0.04], [0.01, -0.01, -0.01], [-0.01, -0.01, -0.01], [0.00, 0.00, 0.01], [0.03, 0.00, -0.01], [-0.01, -0.01, 0.01], [-0.01, 0.00, -0.03], [0.01, 0.00, -0.03], [-0.01, -0.01, 0.00], [0.01, -0.01, 0.01], [0.01, 0.00, -0.01], [-0.02, 0.00, 0.01], [0.00, 0.04, 0.05], [0.02, 0.00, 0.00], [0.00, 0.00, 0.01], [0.00, 0.00, 0.00], [0.00, 0.00, 0.00], [0.00, 0.00, 0.00], [0.00, 0.01, 0.00], [0.00, 0.00, -0.01], [0.00, 0.01, 0.00], [0.04, 0.00, 0.02]],
  "multiplicity": 5,
  "homo_ev": [-0.38, -1.67],
  "e_lumo_ev": [4.53, 4.53],
  "total_charge": -2
}



{
  "formula": "C19H32N6O3",
  "method": "the ωB97M-V functional and the def2-TZVPD basis",
  "species": ["C", "H", "H", "C", "C", "C", "N", "C", "H", "H", "C", "C", "C", "H", "H", "H", "H", "H", "H", "H", "C", "C", "N", "C", "O", "C", "C", "N", "C", "C", "N", "C", "H", "H", "H", "C", "O", "N", "C", "O", "N", "C", "H", "H", "H", "H", "H", "H", "H", "H", "H", "H", "H", "H", "H", "H", "H", "H", "H", "H"],
  "xyz": [[-2.15136, -0.25729, -3.11500], [-2.65090, 0.63626, -2.74718], [-2.44576, -0.41055, -4.15026], [-0.63948, -0.11118, -3.00275], [-0.19540, 0.13324, -1.56338], [1.32297, 0.30784, -1.45848], [1.72680, 0.58049, -0.08541], [2.49401, -0.47857, 0.53950], [1.96294, -1.41603, 0.35414], [2.49017, -0.30043, 1.62067], [3.94820, -0.62524, 0.06611], [4.62239, -1.83702, 0.70337], [6.07076, -1.98060, 0.25221], [6.53129, -2.84950, 0.71601], [6.12417, -2.09963, -0.82779], [6.64592, -1.09921, 0.52764], [4.06831, -2.74022, 0.43772], [4.58885, -1.73699, 1.79081], [3.96889, -0.73006, -1.02108], [4.50857, 0.27597, 0.32352], [2.26105, 1.91020, 0.12967], [1.16081, 2.96364, 0.02055], [0.08345, 2.63421, 0.92913], [-1.08528, 3.28849, 0.91300], [-1.32932, 4.25274, 0.22118], [-2.11367, 2.69281, 1.89648], [-2.38328, 1.28938, 1.51705], [-1.61936, 0.27376, 1.89785], [-2.14865, -0.81064, 1.29593], [-3.25062, -0.45262, 0.52988], [-3.37485, 0.90990, 0.68420], [-4.36335, 1.73696, 0.04689], [-5.04437, 2.16031, 0.78803], [-4.93113, 1.11448, -0.64275], [-3.88110, 2.54986, -0.49780], [-4.00294, -1.41237, -0.21720], [-4.98738, -1.23869, -0.90593], [-3.43713, -2.67889, -0.06248], [-2.34323, -3.08520, 0.68266], [-1.98624, -4.24088, 0.69960], [-1.69676, -2.09240, 1.38418], [-0.56127, -2.40876, 2.22130], [-0.23265, -3.41607, 1.97329], [0.22896, -1.68384, 2.03532], [-0.84621, -2.36389, 3.27338], [-3.90212, -3.43110, -0.55910], [-1.68487, 2.71951, 2.89805], [-3.01761, 3.29882, 1.86242], [0.14013, 1.73239, 1.38481], [1.56065, 3.95049, 0.27703], [0.77205, 3.02359, -1.00151], [2.67562, 1.94401, 1.14036], [3.06367, 2.17240, -0.57989], [1.63936, 1.12340, -2.11839], [1.80213, -0.60605, -1.82374], [-0.69030, 1.02559, -1.17687], [-0.49652, -0.70860, -0.93672], [-0.15763, -1.01552, -3.38154], [-0.31084, 0.72435, -3.62559], [-2.50055, -1.10703, -2.53313]],
  "forces_ev_per_angstrom": [[0.25, -0.02, -0.11], [-0.12, 0.10, 0.05], [-0.13, -0.02, -0.07], [-0.18, 0.03, 0.27], [0.34, -0.03, -0.50], [-0.52, -0.02, 0.14], [0.12, 0.09, 0.10], [0.31, 0.04, -0.11], [0.00, -0.06, 0.09], [-0.01, -0.11, 0.01], [-0.33, -0.21, 0.25], [0.13, 0.23, -0.21], [-0.20, -0.09, 0.15], [0.13, -0.06, 0.00], [0.06, -0.01, -0.11], [0.10, 0.08, 0.00], [-0.06, -0.04, 0.07], [-0.06, -0.06, 0.05], [0.04, 0.05, -0.08], [0.05, 0.07, -0.05], [-0.21, 0.13, -0.07], [0.10, 0.12, -0.03], [0.48, -0.13, 0.00], [-0.29, -0.21, 0.56], [-0.08, 0.35, -0.30], [0.06, 0.30, -0.28], [-0.30, -0.29, -0.08], [0.24, -0.25, 0.31], [-1.00, 0.76, -0.62], [0.64, -0.39, 0.42], [0.47, -0.20, 0.33], [-0.44, 0.47, -0.27], [0.02, -0.03, -0.05], [0.04, 0.07, 0.06], [-0.03, -0.03, 0.01], [0.12, 0.12, 0.15], [-0.16, 0.01, -0.14], [-0.27, -0.24, -0.26], [0.11, 0.04, 0.02], [0.03, -0.36, -0.01], [0.07, -0.08, -0.03], [0.21, -0.15, 0.15], [0.00, 0.12, 0.03], [0.02, -0.03, 0.03], [0.06, -0.01, 0.00], [0.10, 0.13, 0.09], [-0.10, -0.05, 0.01], [0.10, 0.04, 0.00], [-0.12, -0.04, -0.06], [0.00, -0.08, -0.14], [0.05, 0.02, 0.03], [0.07, 0.02, 0.00], [-0.02, 0.00, 0.11], [0.05, -0.04, -0.03], [0.08, 0.04, -0.03], [-0.05, 0.07, 0.11], [-0.04, -0.03, 0.11], [0.08, 0.00, -0.08], [0.08, -0.01, -0.06], [-0.09, -0.09, 0.05]],
  "smiles": "CCCCN(CCCC)CCNC(=O)Cc1nc2c(c(=O)[nH]c(=O)n2C)n1C",
  "homo_ev": -8.43,
  "e_lumo_ev": 0.67,
  "total_charge": 0
}



{
  "formula": "C5H17N2O",
  "method": "the ωB97M-V functional and the def2-TZVPD basis",
  "species": ["C", "N", "C", "C", "C", "N", "C", "H", "H", "H", "H", "H", "H", "H", "H", "H", "H", "H", "H", "H", "H", "H", "H", "H", "O"],
  "xyz": [[0.03406, 1.28458, -0.24197], [-0.19538, 0.10151, -1.03167], [0.96505, 0.01251, -2.02538], [0.62782, -0.86094, -3.18996], [-0.85112, 1.38541, 0.98755], [-0.50408, 0.24195, 1.86888], [-1.53369, 0.10545, 2.94837], [1.10514, 1.40066, -0.03775], [-0.08969, 2.21597, -0.81513], [-1.06039, 0.18737, -1.57807], [1.37190, 1.05334, -2.18996], [1.67718, -0.50253, -1.31665], [0.10692, -1.73223, -2.80631], [1.51300, -1.11118, -3.73791], [-0.04518, -0.39930, -3.91923], [-1.92088, 1.32083, 0.70742], [-0.77674, 2.39985, 1.41557], [0.30671, 0.56328, 2.41718], [-0.25789, -0.57529, 1.29711], [-1.41513, -0.84049, 3.49280], [-2.53159, 0.24414, 2.55912], [-1.47113, 0.89636, 3.73048], [2.24215, -2.61891, 1.04246], [1.21377, -2.59078, -0.19748], [1.48917, -2.18156, 0.62052]],
  "forces_ev_per_angstrom": [[-0.15, 1.49, -0.56], [0.19, 0.10, -1.18], [0.29, 0.03, 2.91], [-0.63, 0.56, -0.25], [-0.34, 0.46, -1.69], [-0.21, 2.11, 2.16], [-0.45, -0.44, 1.27], [-0.07, -0.62, 0.65], [-0.47, 0.00, -0.10], [0.27, 0.16, 0.37], [-0.49, -1.11, -0.51], [0.05, 0.51, -1.29], [0.18, -0.39, -0.11], [0.50, -0.45, -0.21], [-0.01, 0.20, 0.21], [0.56, -0.40, 0.06], [0.42, -0.79, 0.60], [0.28, -0.67, -0.73], [-0.12, -0.28, 0.01], [-0.13, 0.15, -0.48], [-0.14, -0.50, -0.42], [0.65, -0.27, -0.86], [-0.34, -0.23, -0.65], [0.35, -0.51, -0.11], [-0.19, 0.90, 0.91]],
  "homo_ev": -12.94,
  "e_lumo_ev": -2.86,
  "total_charge": 1
}



{
  "formula": "C3H4N4O",
  "method": "the ωB97M-V functional and the def2-TZVPD basis",
  "species": ["C", "C", "C", "H", "H", "H", "H", "N", "N", "N", "N", "O"],
  "xyz": [[0.85409, -0.43280, -0.01936], [-0.29766, 0.28880, -0.05706], [-1.53427, 0.41411, -0.68086], [1.24189, -2.58227, 0.16119], [-0.24042, -1.92678, 0.89043], [2.28302, 0.75923, 0.20173], [-2.21054, -0.20965, -1.16800], [0.56531, -1.89176, 0.11433], [2.04049, -0.23920, 0.17199], [-1.82179, 1.88075, -0.39479], [-0.85768, 2.43251, 0.19445], [-0.02243, 1.50707, 0.58595]],
  "forces_ev_per_angstrom": [[0.80, -9.30, 1.43], [-4.61, 4.63, -0.61], [3.42, 4.29, 3.49], [1.87, -0.80, 0.42], [2.56, -0.68, -2.43], [0.03, -0.23, -0.30], [-0.71, -0.73, -0.77], [-6.21, 3.26, 1.17], [3.90, 3.32, 0.09], [-0.26, -1.68, -1.75], [-2.91, -0.66, 0.13], [2.14, -1.43, -0.86]],
  "smiles": "[H]/N=C(/N)c1cnno1",
  "homo_ev": -9.60,
  "e_lumo_ev": -0.32,
  "total_charge": 0
}



Energy above the lowest of the compared OMol25 structures with the same formula, charge and spin (eV)
0.0000; 0.4504; 1.3702; 4.5450